Record 1
Entry from OMol25: a molecular structure, C5H12NO (the ωB97M-V functional and the def2-TZVPD basis).

Geometry as XYZ:
```
19
C5H12NO the ωB97M-V functional and the def2-TZVPD basis
C -0.661 0.759 -1.531
C 0.413 -0.460 -0.102
C 1.642 0.239 0.258
C 0.598 -1.927 0.174
C -1.238 1.098 1.114
N -0.954 0.276 -0.072
O 0.247 -0.174 -1.859
H -1.638 0.675 -2.081
H -0.364 1.854 -1.454
H 1.765 1.205 -0.242
H 2.484 -0.333 -0.103
H 1.439 0.453 1.289
H 0.880 -2.424 -0.748
H -0.302 -2.325 0.608
H 1.425 -2.227 0.892
H -1.221 0.384 1.914
H -0.536 1.960 1.112
H -2.246 1.432 1.022
H -1.731 -0.465 -0.192
```

Values from the calculation:
- Relative energy (zero: lowest compared OMol25 entry of this formula, charge and spin): 65.0 kcal per mole
- Charge: +1
- Spin multiplicity: 1
- E_HOMO: -14.7028 eV
- Kohn-Sham gap: 11.084 eV

=====

Record 2
Entry from OMol25: 3 unconnected molecules or ions with the total composition C39H26F7NO8 (the ωB97M-V functional and the def2-TZVPD basis).

Geometry as XYZ:
```
81
C39H26F7NO8 the ωB97M-V functional and the def2-TZVPD basis
C 3.989 -3.405 -3.599
C 4.043 -1.861 -3.657
F 5.359 -1.512 -3.970
C 3.012 -1.196 -4.617
C 1.854 -0.612 -3.748
O 1.961 0.465 -3.342
C 0.559 -1.413 -3.332
F -0.178 -0.543 -2.634
F 0.837 -2.403 -2.475
C -0.349 -1.885 -4.518
F -1.609 -1.709 -4.123
F -0.175 -1.057 -5.550
C -0.232 -3.404 -4.900
F -1.165 -4.065 -4.241
F 1.001 -3.902 -4.733
C -0.580 -3.537 -6.429
O -1.564 -3.133 -6.856
O 0.275 -4.188 -7.256
C 3.701 0.118 -5.148
N 4.517 -0.248 -6.347
C 4.130 -1.534 -6.675
O 4.678 -2.363 -7.308
C 2.732 -1.838 -5.990
H 3.642 -3.715 -2.605
H 5.022 -3.771 -3.678
H 3.413 -3.864 -4.405
H 3.870 -1.452 -2.652
H 1.195 -3.965 -7.039
H 4.336 0.627 -4.418
H 3.013 0.867 -5.562
H 5.511 -0.144 -6.172
H 2.046 -1.290 -6.648
H 2.694 -2.923 -6.095
O 1.793 4.251 4.021
C 2.220 3.771 2.991
C 1.328 3.006 2.080
C -0.016 2.859 2.405
C -0.866 2.181 1.545
C -0.377 1.647 0.356
C 0.965 1.777 0.037
C 1.823 2.450 0.898
C 3.263 2.565 0.551
O 3.706 2.034 -0.450
C 4.153 3.347 1.451
C 5.496 3.496 1.123
C 6.327 4.249 1.936
C 5.820 4.858 3.080
C 4.486 4.702 3.418
C 3.648 3.942 2.608
H -0.399 3.278 3.326
H -1.914 2.071 1.799
H -1.044 1.128 -0.320
H 1.344 1.357 -0.887
H 5.890 3.026 0.232
H 7.372 4.366 1.677
H 6.469 5.454 3.709
H 4.094 5.173 4.310
O -7.206 -2.338 6.199
C -6.526 -1.511 5.627
C -7.075 -0.734 4.483
C -8.389 -0.947 4.082
C -8.924 -0.203 3.043
C -8.149 0.758 2.400
C -6.834 0.962 2.786
C -6.290 0.213 3.823
C -4.872 0.429 4.215
O -4.173 1.215 3.607
C -4.329 -0.332 5.371
C -3.016 -0.116 5.774
C -2.508 -0.795 6.869
C -3.310 -1.692 7.568
C -4.615 -1.920 7.163
C -5.128 -1.246 6.061
H -8.994 -1.690 4.584
H -9.948 -0.367 2.734
H -8.572 1.347 1.597
H -6.231 1.706 2.282
H -2.392 0.585 5.234
H -1.486 -0.622 7.184
H -2.914 -2.214 8.430
H -5.235 -2.621 7.706
```

Values from the calculation:
- Spin multiplicity: 1
- E_HOMO: -9.7557 eV
- Kohn-Sham gap: 8.699 eV
- SMILES: C[C@@H](F)[C@@]1(C(=O)C(F)(F)C(F)(F)C(F)(F)C(=O)O)CNC(=O)C1.O=C1c2ccccc2C(=O)c2ccccc21.O=C1c2ccccc2C(=O)c2ccccc21

=====

Record 3
Entry from OMol25: 2 unconnected molecules or ions with the total composition H3S3 (the ωB97M-V functional and the def2-TZVPD basis).

Geometry as XYZ:
```
6
H3S3 the ωB97M-V functional and the def2-TZVPD basis
S 1.808 0.323 -2.115
H 2.418 1.225 -1.328
S -1.300 -0.529 2.043
S 0.115 -0.102 -0.973
H -2.354 -1.034 1.407
H -0.687 0.117 0.967
```

Values from the calculation:
- Relative energy (zero: lowest compared OMol25 entry of this formula, charge and spin): 6.7 kcal per mole
- Charge: -1
- Spin multiplicity: 1
- E_HOMO: -2.5149 eV
- Kohn-Sham gap: 5.928 eV

=====

Record 4
Entry from OMol25: 3 unconnected molecules or ions with the total composition C5H15O3 (the ωB97M-V functional and the def2-TZVPD basis).

Geometry as XYZ:
```
23
C5H15O3 the ωB97M-V functional and the def2-TZVPD basis
C 0.263 -1.566 -0.445
O -0.981 -0.975 -0.252
C 1.446 -0.585 -0.810
C 1.042 0.879 -0.876
C 2.212 1.874 -0.842
C 2.614 2.335 -2.277
H 0.540 -2.187 0.423
H 0.182 -2.297 -1.273
H 1.833 -0.872 -1.793
H 2.244 -0.830 -0.110
H 0.386 1.079 -0.030
H 0.372 0.971 -1.723
H 3.044 1.343 -0.377
H 1.940 2.789 -0.320
H 1.741 2.748 -2.781
H 2.955 1.408 -2.751
H 3.523 2.931 -2.281
H -3.317 -0.627 2.287
H -3.982 -1.517 3.299
O -4.233 -0.771 2.740
H -1.282 -1.069 0.790
H -1.321 -0.200 2.279
O -1.764 -1.036 2.086
```

Values from the calculation:
- Relative energy (zero: lowest compared OMol25 entry of this formula, charge and spin): 0.0 kcal per mole
- Charge: -2
- Spin multiplicity: 2
- E_HOMO (spin up / spin down): 3.7197 / -2.2898 eV
- Kohn-Sham gap (spin up / spin down): 2.561 / 8.555 eV

=====

Record 5
Entry from OMol25: 8 unconnected molecules or ions with the total composition C8H18INO9S (the ωB97M-V functional and the def2-TZVPD basis).

Geometry as XYZ:
```
38
C8H18INO9S the ωB97M-V functional and the def2-TZVPD basis
O 3.732 -0.385 0.250
C 2.542 -0.350 0.635
N 1.806 -1.554 1.144
C 0.320 -1.402 1.150
O -0.546 -2.316 1.178
C 0.118 0.175 1.111
C -1.129 1.071 1.311
I -3.021 0.105 1.768
C -1.033 2.628 1.178
C 0.360 3.248 0.804
C 1.652 2.368 0.589
S 3.263 3.122 0.118
C 1.490 0.838 0.759
H 1.992 -1.446 2.165
H -1.942 3.302 1.306
H 0.417 4.378 0.679
H 4.092 3.298 1.218
O 5.769 2.195 1.500
H 5.185 1.437 1.363
H 6.632 1.883 1.199
O 2.077 -1.168 -2.955
H 1.990 -0.987 -2.012
H 2.732 -1.876 -2.997
O -6.038 1.286 0.380
H -6.203 1.853 -0.383
H -6.442 0.440 0.136
O -6.251 -1.509 -0.055
H -5.410 -1.677 -0.504
H -6.491 -2.366 0.319
O -4.401 -2.623 -2.325
H -4.985 -3.381 -2.451
H -3.540 -2.939 -2.629
O 5.256 -2.788 -0.788
H 4.745 -2.008 -0.529
H 6.078 -2.703 -0.291
O -1.696 0.310 -1.304
H -2.282 -0.448 -1.426
H -0.837 -0.007 -1.612
```

Values from the calculation:
- Relative energy (zero: lowest compared OMol25 entry of this formula, charge and spin): 79.9 kcal per mole
- Spin multiplicity: 1
- E_HOMO: -9.0180 eV
- Kohn-Sham gap: 7.409 eV
- SMILES: O=C1NC(=O)c2c(I)ccc(S)c21.O.O.O.O.O.O.O

=====

Record 6
Entry from OMol25: a molecular structure, C3H6F2N2 (the ωB97M-V functional and the def2-TZVPD basis).

Geometry as XYZ:
```
13
C3H6F2N2 the ωB97M-V functional and the def2-TZVPD basis
C -0.475 -0.970 -0.147
C 1.236 0.948 -0.188
C 0.738 -0.344 0.463
N -1.703 -0.245 -0.326
N -1.061 -0.379 -1.400
F -1.328 0.986 0.661
F -3.141 -0.603 0.257
H -0.307 -2.090 -0.163
H 2.194 1.166 0.227
H 0.560 1.779 -0.066
H 1.423 0.878 -1.183
H 0.484 -0.012 1.465
H 1.379 -1.113 0.399
```

Values from the calculation:
- Relative energy (zero: lowest compared OMol25 entry of this formula, charge and spin): 186.1 kcal per mole
- Spin multiplicity: 1
- E_HOMO (spin up / spin down): -10.9210 / -10.9214 eV
- Kohn-Sham gap (spin up / spin down): 9.046 / 9.047 eV

=====

Record 7
Entry from OMol25: a gas-phase ion, C3H9NOPS (charge +1) (the ωB97M-V functional and the def2-TZVPD basis).

Geometry as XYZ:
```
16
C3H9NOPS the ωB97M-V functional and the def2-TZVPD basis
S 1.419 1.603 1.715
P 1.970 0.295 0.433
C 0.644 -0.397 -0.704
N -0.425 -1.134 0.100
C -1.417 -0.054 0.481
C -1.169 1.035 -0.576
O -0.089 0.544 -1.389
H 2.911 0.620 -0.558
H 2.476 -0.930 0.920
H 1.103 -1.084 -1.419
H -0.875 -1.817 -0.509
H -0.057 -1.633 0.911
H -2.412 -0.486 0.454
H -1.173 0.286 1.483
H -2.017 1.180 -1.238
H -0.888 1.972 -0.103
```

Values from the calculation:
- Relative energy (zero: lowest compared OMol25 entry of this formula, charge and spin): 0.0 kcal per mole
- Charge: +1
- Spin multiplicity: 1
- E_HOMO: -13.1978 eV
- Kohn-Sham gap: 9.464 eV
- SMILES: S=[PH2][C@H]1[NH2+]CCO1